116
Properties=species:S:1:pos:R:3:forces:R:3 method="wB97M-V/def2-TZVPD" de_lowest_kcal_mol=0.00 spin_multiplicity=1 total_charge=0 orbital_gap_ev=9.800
K -2.8344 -0.7863 3.1340 0.206 0.308 0.371
C 0.6205 -0.0587 -0.6782 -0.107 0.630 0.846
F 1.5524 0.6844 -1.2740 -0.086 -0.091 -0.238
F -0.0984 -0.7009 -1.5927 0.003 -0.135 -0.198
F 1.2533 -0.9680 0.0790 -0.048 -0.021 -0.003
S -0.4729 1.0589 0.3587 0.203 1.631 0.383
O -1.2933 1.7401 -0.6226 -0.103 -0.978 0.161
O -1.1810 0.1749 1.2867 0.129 -0.290 -0.484
O 0.4412 1.9782 1.0400 -0.197 -1.011 -0.390
C 2.0304 1.3010 -4.6247 0.464 -0.506 1.077
O 2.1546 0.5770 -5.8490 -0.290 0.795 -0.794
P 2.9662 1.2139 -7.0700 -0.523 -0.235 -0.220
O 4.4135 1.1654 -6.8895 0.211 0.048 -0.109
O 2.3840 0.4073 -8.3246 0.352 0.526 0.519
C 2.6983 -0.9878 -8.4716 -0.426 0.041 0.125
O 2.3456 2.6737 -7.2749 0.020 -1.113 0.369
C 2.5427 3.3963 -8.4723 -0.482 0.729 -1.081
H 2.4830 2.2909 -4.6406 -0.144 0.055 -0.282
H 2.5545 0.7216 -3.8603 0.057 0.076 -0.034
H 0.9948 1.3478 -4.2921 -0.117 0.138 -0.430
H 3.1295 -1.1520 -9.4563 0.084 0.061 0.055
H 1.7446 -1.5116 -8.3958 0.161 -0.166 -0.014
H 3.3720 -1.3297 -7.6872 0.077 -0.005 -0.096
H 3.3748 3.0791 -9.1016 0.355 -0.106 0.533
H 2.6207 4.4513 -8.2170 0.328 -0.066 0.100
H 1.6750 3.3279 -9.1376 -0.175 -0.282 0.351
C -7.5988 2.8659 1.3915 0.727 1.220 0.353
O -7.6751 1.4515 1.3976 0.070 -0.456 -0.809
P -6.3679 0.5601 1.4936 0.076 0.661 1.157
O -5.7840 0.6090 2.8573 0.230 -0.720 -1.257
O -6.8486 -0.8723 1.0214 0.571 0.230 0.072
C -7.4180 -1.0382 -0.2799 -0.786 -0.731 -0.347
O -5.4387 1.0998 0.3163 -0.715 -0.222 0.337
C -4.2827 0.3553 -0.0821 0.584 0.129 -0.390
H -6.5700 3.2342 1.3291 0.053 -0.295 0.006
H -7.9914 3.2740 2.3220 -0.237 -0.230 -0.017
H -8.1067 3.3263 0.5456 -0.320 -0.502 -0.055
H -7.2429 -0.2228 -0.9786 -0.080 0.348 0.374
H -8.4761 -1.2301 -0.1066 -0.106 0.392 -0.290
H -7.0522 -1.9335 -0.7868 0.449 -0.057 0.496
H -4.2488 -0.6752 0.2834 -0.248 0.126 0.303
H -3.3999 0.9107 0.2329 -0.010 -0.211 -0.102
H -4.2883 0.2800 -1.1708 0.009 0.195 0.072
C 3.3878 1.8286 1.7199 -0.594 -0.239 0.012
O 4.6417 1.4014 1.1997 0.335 -0.207 -0.175
P 5.4398 2.2267 0.1129 0.734 0.456 0.346
O 5.9604 3.5257 0.5808 -0.361 -0.918 -0.726
O 6.5851 1.2200 -0.3583 0.048 0.633 0.285
C 6.3449 -0.1418 -0.6947 -0.170 -0.317 0.321
O 4.4164 2.2223 -1.0965 -0.347 -0.083 0.288
C 4.7266 2.6942 -2.4142 0.376 -0.548 0.212
H 3.4301 1.8744 2.8072 0.249 0.138 -0.014
H 2.6368 1.0900 1.4510 0.045 0.002 -0.061
H 3.0498 2.7822 1.3174 0.222 0.094 0.032
H 6.7185 -0.3735 -1.6914 -0.097 0.308 -0.082
H 5.2807 -0.3676 -0.6160 0.059 -0.134 -0.123
H 6.9004 -0.7638 0.0087 -0.121 0.028 0.047
H 3.9642 3.4380 -2.6269 0.347 0.108 -0.421
H 4.6962 1.8338 -3.0868 -0.382 0.133 -0.048
H 5.7593 3.0428 -2.4782 -0.225 0.517 0.121
C -2.8596 4.6011 6.5566 -0.141 0.445 0.416
O -2.6554 3.2038 6.3055 0.126 -0.141 -1.038
P -2.0221 2.7847 4.9099 0.450 -0.161 -0.091
O -1.7327 1.3453 4.7558 -0.342 0.202 0.119
O -3.0647 3.3486 3.8501 0.358 -0.093 0.506
C -2.7216 3.2526 2.4574 -0.261 0.195 -0.392
O -0.7114 3.6983 4.7758 -0.941 -0.354 0.176
C 0.4389 3.2249 4.0728 0.766 0.057 -0.270
H -2.8563 5.2106 5.6538 0.253 -0.161 -0.078
H -2.0891 4.9238 7.2544 0.043 0.136 -0.142
H -3.8324 4.7597 7.0209 -0.006 -0.374 0.045
H -3.5873 2.8262 1.9502 0.023 0.069 -0.027
H -1.8557 2.6281 2.2407 0.048 -0.052 0.323
H -2.5248 4.2571 2.0848 -0.023 -0.036 -0.043
H 1.2817 3.7970 4.4604 -0.031 -0.085 0.022
H 0.3758 3.3971 2.9990 -0.255 0.098 0.050
H 0.6143 2.1595 4.2197 -0.182 0.025 0.203
C 1.2773 -1.2350 3.5185 0.499 0.924 -0.022
O 1.4294 -2.4202 4.3224 -1.269 -0.692 -0.182
P 0.1721 -3.3829 4.5271 0.575 0.603 0.297
O -1.1428 -2.7535 4.3304 0.023 -0.172 -0.031
O 0.3537 -3.9843 5.9885 -0.246 0.249 -0.658
C 1.5596 -4.6643 6.3414 0.364 -0.347 0.349
O 0.5130 -4.5761 3.5349 0.213 -0.051 -0.079
C -0.2292 -5.7799 3.6573 -1.089 -0.825 -0.029
H 1.9851 -1.2807 2.6926 0.147 -0.025 0.169
H 1.4956 -0.3992 4.1841 0.211 0.019 -0.189
H 0.3040 -1.0096 3.0822 -0.225 -0.686 0.260
H 1.3153 -5.6255 6.7937 -0.242 0.048 -0.069
H 2.0901 -4.0823 7.0922 0.033 0.149 -0.148
H 2.2037 -4.8567 5.4841 -0.016 0.174 -0.051
H 0.3781 -6.6407 3.9344 0.390 0.350 0.244
H -0.7149 -6.0836 2.7268 0.271 0.506 -0.266
H -1.0534 -5.6733 4.3658 0.164 0.008 0.188
C 0.0508 -3.2926 -3.6196 0.781 0.766 0.274
O 1.0106 -4.1202 -2.9178 -1.074 -0.776 0.307
P 0.4056 -5.3127 -2.0417 0.515 -0.150 0.832
O 1.4276 -6.1873 -1.4567 -0.202 0.452 -0.181
O -0.5718 -4.6414 -0.9484 0.262 -0.108 -0.877
C 0.0097 -3.9983 0.1868 0.289 0.388 0.156
O -0.6328 -6.0222 -2.9944 0.195 0.470 -0.227
C -1.5466 -6.9940 -2.5137 -1.021 -0.117 -0.086
H 0.6594 -2.4552 -3.9583 -0.159 -0.124 -0.473
H -0.6801 -2.8420 -2.9479 -0.137 -0.416 0.140
H -0.4212 -3.8451 -4.4248 0.026 0.037 -0.071
H 1.1010 -3.9643 0.1533 -0.026 -0.448 -0.021
H -0.3320 -4.5319 1.0697 0.124 0.185 0.075
H -0.2810 -2.9467 0.2067 -0.416 -0.166 0.038
H -1.6376 -7.7806 -3.2613 0.316 -0.066 0.104
H -2.5390 -6.5375 -2.4420 0.141 0.092 0.099
H -1.3001 -7.4058 -1.5363 0.343 0.014 -0.095
C 1.3463 4.7777 -0.5093 -0.153 -0.492 0.241
Cl -0.2052 4.4755 -1.2986 0.223 0.541 -0.114
Cl 1.1560 5.6701 1.0082 -0.100 0.002 -0.089
Cl 2.5382 5.5792 -1.5353 -0.240 -0.081 -0.037
H 1.6874 3.7816 -0.2493 0.288 0.115 0.007